Version w
# C5H3NO

2 unconnected molecules or ions with the total composition C5H3NO (wB97M-V/def2-TZVPD, the Open Molecules 2025 dataset).

```
10
Properties=species:S:1:pos:R:3
C -0.30 0.09 1.20
C -1.19 -1.09 -0.94
C -0.23 1.04 0.33
C -0.89 -0.23 -0.13
C 2.50 -0.40 -0.17
N 2.70 0.54 -0.90
O 2.78 -1.29 0.48
H 0.00 -0.35 2.09
H -1.42 -1.71 -1.81
H 1.96 1.00 -1.50
```

E_LUMO: -0.77 eV
net charge: 0
Kohn-Sham gap: 8.943 eV


Version x
# C5H3NO

2 unconnected molecules or ions with the total composition C5H3NO (wB97M-V/def2-TZVPD, the Open Molecules 2025 dataset).

```
10
Properties=species:S:1:pos:R:3
N -1.29 1.20 -1.74
C -1.07 1.03 -0.64
C -0.84 0.76 0.75
C -0.69 1.70 1.66
O -0.42 2.57 2.37
H -0.71 -0.28 0.87
C 2.76 -1.81 -1.35
C 1.57 -1.78 -1.11
H 3.71 -1.61 -1.70
H 0.51 -1.78 -0.74
```

E_LUMO: -0.11 eV
net charge: 0
Kohn-Sham gap: 10.031 eV
SMILES: N#CC=C=O.C#C


version x is the most stable structure; the next one sits 0.1001 hartree above it.


Version w
# C5H3NO

C5H3NO in the gas phase (wB97M-V/def2-TZVPD, the Open Molecules 2025 dataset).

```
10
Properties=species:S:1:pos:R:3
N -1.41 0.00 -2.87
C -0.99 0.02 -1.80
C -0.40 0.01 -0.50
C 0.88 0.56 -0.14
C 1.08 0.20 1.15
O 0.02 -0.51 1.62
C -0.87 -0.62 0.62
H 1.54 1.14 -0.78
H 1.89 0.35 1.85
H -1.78 -1.16 0.83
```

E_LUMO: 0.79 eV
net charge: 0
Kohn-Sham gap: 10.459 eV
SMILES: N#Cc1ccoc1


Version x
# C5H3NO

C5H3NO in the gas phase (wB97M-V/def2-TZVPD, the Open Molecules 2025 dataset).

```
10
Properties=species:S:1:pos:R:3
C -2.11 1.19 1.76
C -1.11 1.01 1.00
C -0.24 0.40 0.17
C 0.49 -0.86 0.48
O 1.20 -1.17 -0.72
N 0.93 -0.25 -1.67
C 0.12 0.65 -1.21
H -0.25 -1.66 0.70
H 1.19 -0.78 1.32
H -0.21 1.47 -1.84
```

E_LUMO (spin up / spin down): -2.08 / -2.08 eV
net charge: 0
Kohn-Sham gap (spin up / spin down): 7.999 / 7.998 eV


Version y
# C5H3NO

C5H3NO in the gas phase (wB97M-V/def2-TZVPD, the Open Molecules 2025 dataset).

```
10
Properties=species:S:1:pos:R:3
C 2.51 -0.73 1.94
C 1.57 -0.14 1.42
C 0.36 0.83 0.87
O -0.33 1.32 1.70
N -0.34 1.10 -0.55
C -0.95 0.33 -1.21
C -1.79 -0.26 -1.99
H 3.03 -1.55 2.33
H -1.40 -0.37 -3.01
H -2.65 -0.53 -1.50
```

E_LUMO: -0.13 eV
net charge: 0
Kohn-Sham gap: 9.067 eV
SMILES: C#CC(=O)N=C=C


version w is the most stable structure; the next one sits 0.1703 hartree above it.


Version w
# H28O14

14 unconnected molecules or ions with the total composition H28O14 (wB97M-V/def2-TZVPD, the Open Molecules 2025 dataset).

```
42
Properties=species:S:1:pos:R:3
O -12.43 -13.39 -16.78
H -13.25 -13.67 -17.21
H -12.17 -14.12 -16.15
O -14.05 -16.84 -16.13
H -13.37 -17.09 -15.52
H -14.37 -17.61 -16.58
O -9.87 -14.49 -19.81
H -9.75 -14.83 -18.90
H -9.46 -15.13 -20.35
O -12.48 -15.97 -18.21
H -12.99 -16.23 -17.40
H -12.16 -15.14 -17.85
O -11.21 -18.04 -19.30
H -11.62 -17.27 -18.98
H -11.37 -18.08 -20.26
O -14.18 -16.71 -20.24
H -14.79 -16.11 -20.59
H -13.67 -16.21 -19.64
O -12.78 -19.16 -17.42
H -12.31 -19.93 -17.14
H -12.55 -19.02 -18.32
O -10.21 -12.19 -17.57
H -9.42 -12.52 -17.15
H -10.89 -12.81 -17.27
O -14.93 -13.67 -18.02
H -14.94 -13.16 -18.79
H -15.26 -14.51 -18.32
O -15.19 -18.30 -18.28
H -14.84 -17.86 -19.03
H -14.68 -19.08 -18.27
O -12.58 -13.83 -20.52
H -12.73 -13.04 -20.03
H -11.73 -14.12 -20.20
O -9.59 -15.40 -17.35
H -10.05 -16.23 -17.26
H -9.16 -15.36 -16.54
O -11.67 -15.30 -15.05
H -10.87 -14.79 -14.81
H -11.33 -16.10 -15.46
O -10.81 -17.53 -16.23
H -11.45 -18.21 -16.53
H -10.25 -18.06 -15.74
```

E_LUMO: -0.46 eV
net charge: 0
Kohn-Sham gap: 9.690 eV


Version x
# H28O14

14 unconnected molecules or ions with the total composition H28O14 (wB97M-V/def2-TZVPD, the Open Molecules 2025 dataset).

```
42
Properties=species:S:1:pos:R:3
O 14.57 10.68 -0.46
H 14.15 10.08 -0.97
H 15.44 10.29 -0.58
O 18.45 10.18 -5.63
H 18.75 9.70 -4.87
H 18.45 11.10 -5.38
O 15.40 10.39 -6.67
H 15.82 10.19 -7.48
H 14.64 10.84 -7.11
O 15.94 11.09 -3.86
H 16.23 10.73 -4.74
H 15.60 10.36 -3.28
O 14.69 13.10 -2.08
H 14.66 13.89 -1.53
H 14.51 12.37 -1.52
O 16.27 14.40 -4.18
H 17.06 14.78 -3.68
H 15.79 13.84 -3.59
O 17.31 10.74 -0.69
H 17.87 11.54 -0.56
H 17.65 10.28 -1.47
O 13.23 11.32 -4.47
H 14.15 11.22 -4.19
H 12.93 10.41 -4.45
O 18.31 9.38 -2.84
H 17.55 8.98 -3.29
H 18.37 8.65 -2.18
O 17.90 12.98 -5.93
H 17.28 13.07 -6.64
H 17.43 13.25 -5.18
O 15.92 12.95 -7.73
H 15.95 12.19 -7.23
H 16.51 12.83 -8.48
O 13.97 13.62 -5.87
H 14.06 12.91 -5.27
H 14.26 13.24 -6.68
O 14.98 8.94 -2.62
H 15.30 8.11 -2.25
H 14.19 8.61 -3.03
O 18.37 12.42 -3.04
H 17.51 12.09 -3.09
H 18.25 13.19 -2.52
```

E_LUMO: -0.80 eV
net charge: 0
Kohn-Sham gap: 9.241 eV


version w is the most stable structure; the next one sits 0.0588 hartree above it.


Version w
# H28O14

14 unconnected molecules or ions with the total composition H28O14 (wB97M-V/def2-TZVPD, the Open Molecules 2025 dataset).

```
42
Properties=species:S:1:pos:R:3
H -0.41 -0.70 -0.70
H -0.31 0.36 0.39
H -0.23 3.79 -1.40
H -0.83 5.17 -1.57
H 2.39 2.41 -2.12
H 3.69 3.19 -2.29
H -0.60 -4.27 0.74
H -2.02 -3.73 0.75
H -2.23 3.51 1.48
H -2.50 5.01 1.36
H 3.73 0.89 1.71
H 4.95 0.72 0.81
H 1.05 2.09 -0.85
H 1.45 0.70 -0.39
H -2.28 -0.79 1.82
H -2.95 -0.92 0.47
H -4.04 -0.06 -3.19
H -3.05 -1.20 -3.33
H 2.17 -2.32 -0.13
H 2.29 -1.12 -1.06
H -5.59 -1.28 -1.70
H -4.51 -1.86 -0.81
H 0.70 2.42 2.76
H 0.95 1.22 3.65
H 1.51 -4.94 1.37
H 1.56 -4.85 -0.15
H 2.11 -2.47 2.21
H 2.42 -1.26 1.34
O -0.12 0.21 -0.54
O -0.53 4.41 -2.07
O 3.32 2.39 -1.88
O -1.36 -4.14 0.17
O -2.79 4.21 1.83
O 4.49 0.31 1.56
O 1.80 1.60 -0.48
O -2.78 -0.29 1.17
O -3.43 -0.46 -3.82
O 2.82 -1.72 -0.51
O -4.67 -1.15 -1.44
O 1.04 1.51 2.74
O 0.99 -4.66 0.61
O 1.77 -1.96 1.47
```

E_LUMO: -0.26 eV
net charge: 0
Kohn-Sham gap: 9.880 eV


Version x
# H28O14

14 unconnected molecules or ions with the total composition H28O14 (wB97M-V/def2-TZVPD, the Open Molecules 2025 dataset).

```
42
Properties=species:S:1:pos:R:3
O 2.65 -3.11 2.30
H 1.92 -3.10 2.85
H 2.31 -3.18 1.39
O 0.21 -2.13 3.50
H -0.10 -3.07 3.57
H -0.51 -1.60 3.10
O -2.62 -2.38 -2.84
H -3.59 -2.41 -2.95
H -2.14 -2.85 -2.24
O -2.73 1.65 -3.94
H -2.88 1.91 -2.97
H -1.87 1.23 -3.91
O -0.79 2.65 0.15
H -0.27 1.96 0.31
H -0.30 3.06 0.94
O -3.05 2.07 0.23
H -3.76 1.52 0.23
H -2.23 1.62 -0.14
O 2.25 -3.06 -3.43
H 1.99 -2.25 -3.83
H 1.57 -3.68 -3.58
O -0.15 1.32 -2.32
H 0.64 1.86 -2.62
H -0.73 2.05 -2.53
O 1.28 -0.65 -4.41
H 1.70 0.32 -4.29
H 0.49 -0.37 -4.19
O 0.79 -1.39 0.54
H 1.46 -1.61 -0.19
H -0.09 -1.54 0.22
O 3.37 0.63 2.67
H 2.46 0.72 2.24
H 3.39 0.99 3.50
O -2.87 1.89 2.97
H -2.39 1.70 2.26
H -3.56 2.61 2.74
O 0.01 0.98 5.24
H -0.05 1.90 5.17
H -0.58 0.54 4.70
O 2.60 1.20 -0.15
H 2.99 0.90 -0.95
H 3.17 1.11 0.65
```

E_LUMO: -0.49 eV
net charge: 0
Kohn-Sham gap: 10.072 eV


version w is the most stable structure; the next one sits 0.0630 hartree above it.


Version w
# C5H11NO2

A molecular structure, C5H11NO2 (wB97M-V/def2-TZVPD, the Open Molecules 2025 dataset).

```
19
Properties=species:S:1:pos:R:3
C 0.96 -1.18 -0.73
C 0.47 -2.32 0.13
C -0.64 0.61 -1.03
C 0.03 1.66 -1.47
H 0.83 -1.34 -1.80
H 1.95 -0.81 -0.48
H -1.42 0.09 -1.57
H 1.04 -3.22 -0.12
H -0.59 -2.50 -0.04
H 0.56 -2.06 1.18
H 0.82 2.12 -0.89
H -0.22 2.08 -2.43
C -0.75 1.23 1.66
N -1.33 0.49 0.70
O 0.63 1.16 1.60
O -1.29 1.92 2.51
H 0.97 1.72 2.31
H -2.33 0.62 0.72
H 0.28 -0.30 -0.26
```

E_LUMO: 0.31 eV
net charge: 0
Kohn-Sham gap: 9.068 eV


Version x
# C5H11NO2

C5H11NO2 in the gas phase (wB97M-V/def2-TZVPD, the Open Molecules 2025 dataset).

```
19
Properties=species:S:1:pos:R:3
C -0.97 1.38 0.72
C -0.35 0.35 -0.21
C -0.56 0.72 -1.68
C -0.84 -1.10 0.11
O 0.23 -1.72 0.79
C 1.42 -1.15 0.27
O 2.45 -1.32 1.15
N 1.11 0.24 -0.04
H -2.04 1.47 0.52
H -0.84 1.10 1.77
H -0.51 2.36 0.56
H 0.27 0.09 -2.16
H -0.29 1.76 -1.85
H -1.59 0.55 -1.98
H -1.06 -1.64 -0.82
H -1.71 -1.12 0.76
H 1.71 -1.66 -0.67
H 2.12 -1.15 2.04
H 1.43 0.83 0.72
```

E_LUMO: 0.83 eV
net charge: 0
Kohn-Sham gap: 10.351 eV
SMILES: CC1(C)CO[C@H](O)N1


version x is the most stable structure; the next one sits 0.1205 hartree above it.


Version w
# C5H11NO2

A molecular structure, C5H11NO2 (wB97M-V/def2-TZVPD, the Open Molecules 2025 dataset).

```
19
Properties=species:S:1:pos:R:3
C 0.57 0.68 0.63
C 1.99 0.48 0.15
C 0.05 -1.72 0.79
C -2.25 0.89 -0.45
N -0.36 -0.32 0.81
C -0.91 0.23 -0.71
O 2.16 -0.49 -0.86
O -0.64 -0.49 -1.67
H 1.37 -0.52 -1.43
H 0.43 1.56 1.27
H -0.07 1.26 -0.54
H 2.37 1.46 -0.18
H 2.59 0.18 1.01
H -0.66 -2.28 1.40
H 0.03 -2.14 -0.22
H 1.06 -1.86 1.17
H -2.97 0.09 -0.28
H -2.21 1.53 0.43
H -2.54 1.46 -1.33
```

E_LUMO: 0.33 eV
net charge: 0
Kohn-Sham gap: 9.181 eV


Version x
# C5H11NO2

2 unconnected molecules or ions with the total composition C5H11NO2 (wB97M-V/def2-TZVPD, the Open Molecules 2025 dataset).

```
19
Properties=species:S:1:pos:R:3
C 2.71 0.94 3.01
C 1.43 0.74 2.24
C 1.38 0.72 0.92
C 0.13 0.54 0.10
H 2.85 2.01 3.22
H 2.68 0.44 3.98
H 3.58 0.58 2.47
H 0.56 0.56 2.85
H 2.32 0.84 0.37
H -0.71 0.31 0.75
H 0.27 -0.26 -0.61
H -0.08 1.45 -0.46
N -3.15 -1.39 -3.23
C -2.27 -1.18 -2.12
O -2.63 -0.79 -1.05
O -1.01 -1.57 -2.39
H -2.96 -0.71 -3.96
H -4.07 -1.17 -2.87
H -1.04 -2.07 -3.21
```

E_LUMO: 0.51 eV
net charge: 0
Kohn-Sham gap: 9.332 eV
SMILES: C/C=C/C.NC(=O)O


version x is the most stable structure; the next one sits 0.1296 hartree above it.


Version w
# C5H11NO2

2 unconnected molecules or ions with the total composition C5H11NO2 (wB97M-V/def2-TZVPD, the Open Molecules 2025 dataset).

```
19
Properties=species:S:1:pos:R:3
O 1.13 1.55 -1.38
C 2.20 0.96 -0.91
N 1.77 -0.21 0.01
C 0.47 0.27 0.64
C -0.90 0.53 -0.16
C -1.98 -0.36 0.40
C -2.66 -0.05 1.51
H 2.87 1.49 -0.10
H 2.90 0.51 -1.61
H 0.69 1.30 0.97
H 0.34 -0.45 1.44
H -1.02 1.64 -0.28
H -0.62 0.12 -1.16
H -1.28 -1.41 0.22
H -2.56 1.00 1.84
H -3.20 -0.75 2.12
H -0.56 -3.18 0.13
H 1.28 -0.84 -0.60
O -0.38 -2.31 -0.11
```

E_LUMO: -4.50 eV
net charge: 0
Kohn-Sham gap: 4.000 eV


Version x
# C5H11NO2

A molecular structure, C5H11NO2 (wB97M-V/def2-TZVPD, the Open Molecules 2025 dataset).

```
19
Properties=species:S:1:pos:R:3
C 0.84 0.42 0.25
C -0.49 -0.29 -0.20
C -0.62 -1.56 0.64
C -0.10 -2.75 -0.06
O 0.50 -2.67 -1.10
N -1.60 0.55 0.04
C -1.40 1.89 -0.32
O 2.64 2.03 -0.21
H 1.73 -0.20 0.27
H 1.05 1.26 -0.40
H 0.67 0.87 1.23
H -0.49 -0.56 -1.26
H -1.38 -2.19 -0.04
H -0.96 -1.52 1.67
H -0.09 -3.72 0.46
H -0.87 1.83 0.71
H -0.72 2.09 -1.15
H -2.31 2.47 -0.27
H 3.60 2.05 -0.26
```

E_LUMO: -3.26 eV
net charge: 0
Kohn-Sham gap: 4.123 eV


Version y
# C5H11NO2

2 unconnected molecules or ions with the total composition C5H11NO2 (wB97M-V/def2-TZVPD, the Open Molecules 2025 dataset).

```
19
Properties=species:S:1:pos:R:3
H 1.79 -1.85 -0.05
N 1.91 -0.90 0.31
C 1.12 -0.07 -0.23
C 1.20 1.38 0.12
C 0.12 -0.54 -1.35
C -0.67 0.51 -2.05
O 0.18 -1.70 -1.69
H 1.49 1.97 -0.74
H 1.93 1.51 0.92
H 0.23 1.73 0.45
H -1.25 0.05 -2.86
H -0.02 1.27 -2.47
H -1.35 0.97 -1.34
C -1.10 -0.57 2.17
O -1.40 -0.63 0.80
H -0.03 -0.75 2.34
H -1.34 0.43 2.51
H -1.68 -1.30 2.74
H -1.13 -1.51 0.43
```

E_LUMO: 0.44 eV
net charge: 0
Kohn-Sham gap: 10.086 eV
SMILES: [H]/N=C(/C)C(C)=O.CO


Version z
# C5H11NO2

A molecular structure, C5H11NO2 (wB97M-V/def2-TZVPD, the Open Molecules 2025 dataset).

```
19
Properties=species:S:1:pos:R:3
C -0.15 -0.39 -0.98
C -0.58 0.97 -1.48
C 0.82 1.22 1.64
N -0.38 -1.41 -1.89
C 1.10 -0.52 -0.25
C 1.32 -0.03 0.99
O -1.11 -0.54 0.57
O -1.64 -1.48 1.49
H -1.77 -0.90 2.26
H -1.25 -1.33 -2.40
H -0.24 -2.34 -1.53
H 1.71 -1.35 -0.58
H 2.17 -0.46 1.50
H -0.08 1.78 -0.97
H -1.65 1.09 -1.30
H -0.40 1.04 -2.55
H -0.10 1.58 1.21
H 0.67 1.04 2.71
H 1.57 2.01 1.56
```

E_LUMO: 0.72 eV
net charge: 0
Kohn-Sham gap: 8.314 eV


version y is the most stable structure; the next one sits 0.1689 hartree above it.


Version w
# C5H11NO2

A molecular structure, C5H11NO2 (wB97M-V/def2-TZVPD, the Open Molecules 2025 dataset).

```
19
Properties=species:S:1:pos:R:3
C 0.09 2.08 0.82
N -0.39 2.46 -0.25
C 0.02 -0.09 -1.10
C -1.27 -0.30 -0.32
C -0.04 -0.67 0.36
C 0.74 1.76 1.93
O -1.12 -1.54 -2.94
H 0.76 2.12 -0.21
H -0.07 -0.74 -2.03
H 1.02 0.32 -1.23
H -1.85 0.56 -0.04
H -1.88 -1.06 -0.80
H 0.41 -1.70 0.40
H -0.02 -0.42 1.41
H 0.32 1.93 2.90
H 1.64 1.18 1.81
H -1.38 -1.78 -3.83
H 2.12 -2.52 2.64
O 1.65 -2.39 1.80
```

E_LUMO: -4.57 eV
net charge: 0
Kohn-Sham gap: 3.648 eV


Version x
# C5H11NO2

C5H11NO2 in the gas phase (wB97M-V/def2-TZVPD, the Open Molecules 2025 dataset).

```
19
Properties=species:S:1:pos:R:3
C 1.74 -0.06 -1.76
C 0.51 -0.67 -1.16
O -0.05 -1.62 -1.65
C 0.04 -0.12 0.21
C 0.48 1.30 0.51
O 0.65 -0.97 1.17
C -1.50 -0.24 0.30
N -1.95 0.19 1.61
H 2.00 -0.59 -2.67
H 1.57 0.99 -1.98
H 2.55 -0.12 -1.04
H 1.56 1.35 0.63
H 0.15 1.98 -0.28
H 0.01 1.61 1.44
H 0.37 -1.88 1.01
H -1.95 0.42 -0.45
H -1.78 -1.27 0.05
H -1.46 -0.34 2.33
H -2.94 0.02 1.72
```

E_LUMO: 0.83 eV
net charge: 0
Kohn-Sham gap: 10.051 eV
SMILES: CC(=O)[C@](C)(O)CN


Version y
# C5H11NO2

C5H11NO2 in the gas phase (wB97M-V/def2-TZVPD, the Open Molecules 2025 dataset).

```
19
Properties=species:S:1:pos:R:3
C -0.69 -2.27 1.60
C -0.94 -0.86 1.02
N 0.27 -0.33 0.35
C -0.02 0.96 -0.25
C -0.79 1.10 -1.60
O -1.89 1.58 -1.59
C 1.34 1.61 -0.54
O 1.91 1.05 -1.76
H -0.07 -2.15 2.49
H -1.61 -2.78 1.82
H -0.13 -2.85 0.86
H -1.30 -0.24 1.84
H -1.77 -0.89 0.32
H 0.55 -1.07 -0.29
H -0.60 1.61 0.41
H -0.37 0.72 -2.54
H 2.03 1.40 0.28
H 1.27 2.67 -0.82
H 2.81 0.74 -1.60
```

E_LUMO: 0.80 eV
net charge: 0
Kohn-Sham gap: 9.694 eV
SMILES: CCN[C@H](C=O)CO


Version z
# C5H11NO2

2 unconnected molecules or ions with the total composition C5H11NO2 (wB97M-V/def2-TZVPD, the Open Molecules 2025 dataset).

```
19
Properties=species:S:1:pos:R:3
O 0.44 -1.50 -2.31
C 0.63 -0.39 -1.88
C 0.58 -0.16 -0.44
C -0.97 0.15 0.10
C -0.84 1.46 0.89
C 0.35 2.20 0.28
N 1.34 1.10 -0.16
H 0.95 0.43 -2.66
H 0.98 -1.08 0.12
H -1.71 0.21 -0.71
H -1.19 -0.69 0.86
H -1.85 2.08 0.71
H -0.49 1.34 1.91
H 0.93 2.93 1.05
H 0.05 2.62 -0.66
H 1.99 0.89 0.58
O -0.62 -4.12 0.87
H -0.94 -3.32 0.61
H 0.38 -4.16 0.85
```

E_LUMO: 0.55 eV
net charge: 0
Kohn-Sham gap: 10.055 eV
SMILES: O=C[C@@H]1CCCN1.O


version x is the most stable structure; the next one sits 0.0434 hartree above it.


Version w
# C5H11NO2

A molecular structure, C5H11NO2 (wB97M-V/def2-TZVPD, the Open Molecules 2025 dataset).

```
19
Properties=species:S:1:pos:R:3
C 1.52 -1.33 -0.59
C -2.30 -0.17 0.44
C -1.04 -0.06 1.22
O 0.41 -0.60 -1.10
N -0.43 -0.76 2.01
H -0.71 -1.71 2.24
H 2.45 -0.99 -1.05
H 1.60 -1.23 0.50
H 1.33 -2.38 -0.83
H -3.00 0.60 0.75
H -2.07 -0.05 -0.62
H -2.74 -1.16 0.59
C 0.79 1.62 -0.08
C 0.67 0.82 -1.34
O 1.90 1.30 -1.45
H -0.11 1.14 -2.05
H -0.32 0.97 0.78
H 1.50 1.31 0.69
H 0.54 2.68 -0.11
```

E_LUMO: 0.40 eV
net charge: 0
Kohn-Sham gap: 9.130 eV


Version x
# C5H11NO2

3 unconnected molecules or ions with the total composition C5H11NO2 (wB97M-V/def2-TZVPD, the Open Molecules 2025 dataset).

```
19
Properties=species:S:1:pos:R:3
C -1.59 0.55 0.84
C -1.64 -0.85 0.38
C -1.47 1.70 -0.12
O -2.83 -0.18 0.83
H -1.21 0.73 1.84
H -1.28 -1.64 1.03
H -1.60 -1.06 -0.68
H -0.42 1.96 -0.24
H -1.88 1.44 -1.09
H -2.01 2.57 0.26
C 1.52 0.01 -1.39
C 1.79 -0.99 1.26
O 1.71 0.50 -0.10
N 2.39 -1.99 1.07
H 2.97 -2.28 0.29
H 1.15 -0.07 1.13
H 2.13 0.58 -2.10
H 0.47 0.07 -1.71
H 1.82 -1.05 -1.50
```

E_LUMO: 0.54 eV
net charge: 0
Kohn-Sham gap: 9.777 eV


version w is the most stable structure; the next one sits 0.0226 hartree above it.